[1]
Density functional theory data (ωB97M-V/def2-TZVPD) for a cluster of 12 separate species, C20H69N5O12 in total at a distorted geometry.

Geometry as XYZ:
```
106
Properties=species:S:1:pos:R:3:forces:R:3
H -1.455521 -1.854789 8.071282 -0.129 0.706 -0.124
H -1.352971 0.642111 6.980242 0.275 -0.044 0.384
H 0.918639 -1.670179 7.781642 1.057 -0.512 -0.572
H 2.226459 -2.995249 -0.419438 0.034 -0.260 -0.030
H -1.550071 7.870791 2.284182 -0.122 -0.080 0.308
C 0.247179 -2.201749 -0.396948 -0.296 1.141 1.486
H 0.316859 4.529781 2.626892 0.269 0.792 -0.089
H -3.082851 -0.081139 -1.540268 0.592 0.086 0.153
O 5.308439 -2.947209 -1.175128 0.003 0.039 -0.337
H 7.048739 3.992081 -6.745518 -0.670 1.388 -0.644
N 6.978419 3.876681 -5.744598 -1.230 -2.950 -1.362
H -0.508951 -0.486939 -1.281248 0.472 0.378 -0.122
H 4.564869 -2.645879 -0.653078 -0.287 -0.049 0.219
C 6.496369 1.634311 -6.482038 1.215 0.325 -0.432
H -0.382341 -0.880189 3.357362 0.335 0.317 -0.175
C -1.316941 -0.858659 2.796862 0.870 0.279 1.096
H -0.720751 4.011461 3.920382 0.056 -0.133 0.337
C 5.937599 2.192281 -4.156348 -0.903 0.272 0.730
H -1.601351 6.520061 1.199932 0.381 -0.109 -0.219
N -1.023591 0.268021 6.101792 -1.066 -0.531 -1.321
O -0.558051 -3.871669 -3.645058 0.289 -0.176 -0.123
H -0.135361 -3.222349 -0.385258 0.090 -0.117 0.276
H -0.604311 -3.523589 -2.754588 -0.076 0.377 0.399
H -4.630911 1.749321 -2.847468 0.341 -0.003 0.145
H -0.682201 6.107511 5.236772 -0.459 -0.381 0.121
H 2.303289 -1.406619 -1.073548 -0.573 0.677 0.299
H 7.481759 1.390361 -6.085048 0.088 -0.536 -0.464
H -7.723231 0.113131 -4.407488 -0.089 -0.252 -0.228
C -0.705931 4.592731 2.998422 -1.847 -1.848 -0.562
H -0.296161 -6.102549 -1.420428 0.177 -0.022 -0.324
H -1.841921 -4.318329 5.458652 -0.045 0.462 -0.477
C -4.093311 -0.483509 -1.468398 1.651 1.615 0.175
C 0.771599 -0.754289 7.209252 -0.152 -1.431 0.594
H 4.996579 3.029291 -5.903198 0.138 0.550 -0.188
O -1.167591 -1.674489 1.636542 0.013 0.725 -0.106
H 5.699549 -0.495519 -3.781718 0.292 -0.977 0.694
C -1.383921 -2.052139 7.001692 1.013 -1.206 -0.553
N -0.714381 6.600321 4.355742 1.042 0.468 1.115
H 1.043769 2.348781 -1.257678 0.090 0.194 0.217
H 0.944959 1.395831 -2.429858 0.036 -0.165 -0.307
H 0.588269 -0.141689 8.091972 -0.793 0.839 -0.451
H -2.187971 -1.355449 -3.683848 -0.176 -0.092 0.140
H -6.739391 -0.342799 -5.895078 -0.513 -0.220 0.176
H 0.122269 2.852411 1.277922 -0.048 0.086 -0.597
C -5.273381 0.885581 -3.018568 -0.281 -0.525 -1.454
C -1.315531 5.932961 3.260212 -0.282 1.320 -1.874
H -0.964031 -4.567569 1.725812 0.333 -0.062 0.162
O 0.410229 1.877711 -1.798928 -0.179 -0.115 0.106
O -0.230481 -5.783469 -0.520368 -0.153 0.060 -0.193
H -3.906721 1.344501 -5.467368 -0.069 0.580 0.207
H -1.996191 -1.186319 3.583852 -0.609 -0.954 -0.735
N -4.696901 0.720991 -5.550798 0.403 -0.549 0.757
H -0.444001 -5.177869 5.874832 0.375 0.222 0.979
H 1.546369 -2.646249 -2.014408 0.036 -0.161 0.001
H 7.953919 3.711931 -5.541228 0.434 -0.041 1.461
H -2.367711 -1.962099 6.541112 -0.335 -0.379 -0.087
C -5.736251 0.894091 -4.552788 -0.562 1.204 1.195
H 5.900309 0.464481 -2.320348 -0.101 0.212 0.176
C 5.192369 0.189361 -3.102158 1.807 -1.977 -0.089
C -0.876541 2.662111 1.670682 -1.268 0.714 0.695
O -4.618441 -0.355889 -2.754228 -0.665 -0.519 -0.663
H -1.594991 2.180821 1.007132 0.596 -0.238 -0.309
H 0.837969 -5.180089 0.723042 0.001 -0.191 -0.582
O -1.703481 -4.168199 2.184012 -0.514 -1.110 0.247
H 6.558209 2.014101 -7.501858 -0.064 -0.561 -0.103
H 1.700949 -5.867879 1.759432 0.126 -0.170 0.124
C -6.757291 -0.182289 -4.817108 0.504 -0.256 0.584
C -0.437061 -1.055999 6.270862 1.523 1.135 2.905
H -1.119171 -4.646989 -3.629118 -0.216 -0.161 -0.168
H -0.683261 -1.399559 -3.844428 0.023 -0.261 0.172
H -0.870861 -6.302929 -0.034258 -0.338 -0.157 0.246
N -0.645101 -1.487399 -1.306418 -0.307 -0.296 0.333
C 0.175349 -1.603849 1.117552 -0.127 -0.345 -1.811
H -6.131421 0.939521 -2.348528 -0.272 0.255 -0.054
C 1.647089 -2.273419 -0.995108 0.376 -0.716 0.259
H -0.023931 -1.427119 5.332942 -0.413 -0.089 0.014
H 0.871609 -2.100359 1.793422 0.009 -0.224 0.023
H -1.880101 0.086711 5.598192 -0.504 0.552 -0.452
H -6.370461 -1.042559 -4.270838 -0.445 -0.530 -0.315
H 0.249939 6.604341 4.055432 0.586 0.668 0.442
H -1.573021 -1.578419 -0.918108 -0.374 -0.166 -0.084
O 4.908779 1.214641 -3.975968 -0.303 2.786 -1.525
O 1.307479 -5.022759 1.542212 0.226 0.496 0.557
H -4.312941 -0.139509 -5.187198 0.660 -0.710 -0.697
C -0.824801 -4.158229 5.816332 -0.658 0.900 0.575
H -0.044311 7.128241 1.902442 0.183 -0.358 -0.145
C -1.094251 6.900601 2.086572 -0.534 0.075 -0.441
H -2.404761 5.923741 3.300072 -0.032 -0.737 0.625
H 5.631109 2.999731 -3.491378 0.298 0.411 0.150
H -0.181001 -3.625019 5.116812 -0.286 0.013 -0.251
O -1.470031 -0.982159 -4.195158 -0.027 0.581 -0.480
H 0.447719 -0.552349 1.026592 0.133 0.217 0.059
H -3.938391 -1.483569 -1.063458 -0.916 -0.227 -0.373
H 6.950199 1.887531 -3.891998 -0.033 -0.544 0.327
H 4.355899 -0.351099 -2.659078 -0.392 0.650 -0.330
O -1.551541 3.874331 2.044452 1.621 0.001 0.393
H -1.581891 -3.226759 2.061032 0.072 0.530 -0.217
C 6.000349 2.761861 -5.573028 -0.450 0.904 1.616
H 1.655989 -0.349589 6.717142 -0.036 -0.363 -0.032
H -1.596151 0.184591 2.649332 0.137 -0.094 -0.767
H -0.717271 2.041111 2.552212 -0.079 -0.135 0.189
H -4.527161 0.223181 -0.760968 -0.699 -0.456 0.277
O -0.901521 -3.422669 7.080972 0.184 -0.285 -1.103
H -6.279841 1.823421 -4.722978 0.405 0.479 0.130
H 5.797939 0.809691 -6.339578 -0.141 0.035 -0.050
H 6.006839 -2.322009 -0.981268 0.272 0.044 0.139
```
Positions in Å, forces in eV/Å.

## Properties
total energy	-1979.49883	a.u.
orbital gap (alpha / beta)	0.262 / 0.044	Eh
<S²>	0.75
energy relative to the best compared isomer or geometry (same formula, charge and spin)	2.2872	eV
spin multiplicity	2
LUMO (alpha / beta)	-3.34 / -9.29	eV
charge	+1

[2]
Density functional theory data (ωB97M-V/def2-TZVPD) for a structure of composition C20H46IrO4P4 at a distorted geometry.

Geometry as XYZ:
```
75
Properties=species:S:1:pos:R:3:forces:R:3
C -0.246863 -2.501663 2.609303 -0.037 -0.232 -0.065
H 1.959696 -2.055060 0.435518 0.118 0.390 0.573
H -4.081325 -0.028293 -0.469175 1.132 0.372 -0.331
H -3.304465 -0.224340 -2.500513 -0.217 -0.123 -0.180
H 4.547782 2.511367 1.225139 0.003 -0.508 -0.472
C -0.069261 -1.565503 -2.376403 0.603 -0.719 -2.614
H 1.898948 -3.583737 -3.715526 0.566 -0.080 0.422
H 3.646492 -3.387824 -3.257886 -0.047 -0.068 -0.070
H -0.687600 2.459319 2.839897 -0.089 -0.067 0.123
H -3.150374 -1.368739 2.817872 -0.041 0.393 0.094
C 0.810967 2.313718 -1.611769 0.193 -0.093 0.012
C -0.991254 -0.291254 -2.549302 1.424 -0.333 0.603
C -0.418685 -2.437155 -1.243370 0.835 -1.142 0.431
H -2.195589 -0.594154 4.093073 -0.286 0.292 -0.502
H -2.201811 3.119003 -0.347043 0.288 0.029 0.138
C 1.352485 2.413846 1.121171 -0.501 1.590 1.545
H -1.874427 -2.625326 0.489002 1.512 -0.557 -0.095
O 0.126524 -2.517123 -3.909579 -1.445 -0.061 5.774
H -1.240902 -2.350905 3.081294 0.721 -0.165 -0.288
H 0.046084 0.691023 3.791893 0.516 -0.389 0.059
C -2.949603 -0.399160 3.303632 0.003 -0.697 0.189
H -1.975771 1.605812 -1.846548 0.089 -0.836 -0.640
O 2.278512 -0.531210 -3.337019 -0.710 -0.172 -0.086
H 2.549143 1.813190 0.519550 0.846 -0.650 -0.461
C -1.713996 2.199844 3.108077 0.578 0.460 -0.054
C -1.221920 3.446047 0.023777 0.527 0.521 0.131
C 4.620952 1.648226 0.528098 0.520 0.105 0.179
H 3.640856 0.831839 -4.085913 -0.060 -0.466 0.382
H -3.811174 2.628930 1.162794 -0.020 -0.215 0.222
H 0.043834 -1.881827 -4.564216 -0.123 2.283 -2.333
H -0.357298 -3.234767 1.785065 0.171 0.329 0.641
C -1.764700 0.558414 -1.570169 0.614 0.932 -0.497
C -2.391999 -0.786788 -2.249802 -4.275 -2.843 -3.674
Ir -1.325850 -0.089639 0.250310 5.543 4.826 5.441
O 2.305574 -2.668634 -1.857275 -0.527 1.030 0.173
H 1.312157 1.997240 2.143936 0.195 0.171 -0.798
H -3.501602 -2.264979 -0.963528 -0.241 1.684 0.861
H 0.458010 -2.910541 3.371552 -0.451 0.376 -0.621
H 4.338727 -0.757700 -3.604153 -0.300 0.284 0.072
H 5.138675 0.820481 1.051993 -0.400 0.390 -0.230
P 0.385039 -0.908130 1.915522 0.652 -1.520 1.045
H -0.788207 0.289223 -3.452978 -0.260 -0.447 -0.015
H -1.725600 1.960854 4.184503 -0.114 -0.216 -0.473
H 2.506216 -0.369119 0.831737 -0.351 -0.900 0.262
H -1.326368 3.874479 1.028596 -0.088 -0.066 -0.330
P 1.684830 -1.181424 -1.985872 1.749 0.214 0.454
H -2.381771 -2.888956 -1.730619 -0.062 0.934 -0.975
C 3.616878 0.026397 -3.331811 0.549 0.407 0.290
H 0.786428 3.394349 -1.822801 0.049 -0.370 -0.049
H -2.297371 3.125082 2.982305 -0.030 -0.474 -0.089
P -2.397751 0.840177 2.056751 -2.028 0.749 2.276
C -2.505972 -1.879097 -1.239837 -1.789 -3.917 -2.354
H 5.234183 1.946660 -0.343947 -0.416 -0.062 0.419
H 1.861897 1.990236 -1.521705 -0.475 -0.024 -0.230
H 0.999087 -0.738082 4.316712 -0.184 0.172 -0.589
P 0.005723 2.077126 0.017209 -0.972 -0.396 -0.793
H 1.598514 3.509335 1.147524 0.130 -0.976 -0.162
H -0.829133 4.218686 -0.650672 -0.260 0.009 0.299
H 2.702358 -1.697318 2.047527 -0.558 0.148 -0.189
C -3.989383 1.648804 1.623615 -0.479 -0.104 -0.353
C 2.048814 -1.302516 1.243630 -0.028 0.132 -0.262
H 3.889530 0.442546 -2.328267 -0.350 -0.350 -0.741
H 1.781430 0.532276 3.352642 -0.394 -0.249 0.048
H 2.632596 -4.586103 -2.399298 0.093 0.164 -0.291
C -3.061719 0.430137 -0.349596 -0.204 -0.270 -0.693
H -2.468781 -1.313892 -3.235888 0.017 0.130 -0.436
H -3.890901 -0.087016 3.808407 0.651 0.100 -0.418
O 3.324366 1.206141 0.071737 -0.107 0.923 0.394
C -1.355589 -1.992177 -0.244309 -2.663 -1.083 -0.402
H -4.542190 1.055273 0.879996 -0.149 0.416 0.789
H -4.642990 1.758073 2.497853 0.354 0.088 0.004
C 2.643058 -3.616150 -2.906036 -0.218 -0.360 -0.163
H -0.233841 -3.509989 -1.236720 0.618 0.265 -0.419
H 0.301861 1.759626 -2.412490 0.426 0.429 0.272
C 0.835805 -0.017491 3.492823 -0.334 0.466 -0.184
```
Positions in Å, forces in eV/Å.

## Properties
total energy	-2558.79543	a.u.
orbital gap (alpha / beta)	0.193 / 0.194	Eh
<S²>	6.06
energy relative to the best compared isomer or geometry (same formula, charge and spin)	0.0000	eV
spin multiplicity	5
LUMO (alpha / beta)	-10.95 / -11.32	eV
charge	+3

[3]
Density functional theory data (ωB97M-V/def2-TZVPD) for an isolated molecule of C7H12O2 at a distorted geometry.

Geometry as XYZ:
```
21
Properties=species:S:1:pos:R:3:forces:R:3
C 0.076242 0.760700 -2.769435 -0.120 -2.017 0.313
H -1.848893 -1.578161 1.162115 -0.603 -1.291 1.547
H 0.708183 -1.402889 -0.681590 -1.020 0.869 -0.976
H 1.329166 -1.708650 1.793953 2.720 -0.251 -0.653
H -0.432617 0.160317 -3.609336 0.932 0.669 1.412
C -0.503051 0.525297 -1.346427 2.693 0.774 -0.107
H -0.111359 1.786060 -2.961145 0.391 0.991 -0.685
H -0.142774 -2.500170 1.478537 -0.499 -1.335 0.079
H 1.816213 1.108506 -0.463421 -0.291 2.597 -0.069
H -0.301029 2.633738 2.967778 -0.229 0.658 0.100
C -0.234328 -0.489739 0.933361 0.177 -0.015 -0.189
H -0.659649 1.531854 -0.849374 0.333 -1.179 -0.241
H 1.175806 0.497100 -2.645365 -1.287 0.636 -0.940
H 0.170061 -1.319258 2.785969 -1.192 0.123 2.914
C -0.403634 1.881863 2.237810 0.843 -2.515 -0.686
C -0.251724 0.798099 1.693011 -0.792 1.348 0.119
H -1.372716 -0.005919 -1.243649 -2.447 -0.836 -0.579
C 0.308281 -1.614729 1.821263 -0.169 1.509 -2.091
O -1.535550 -0.935332 0.576205 -0.167 1.886 -1.433
O 1.753199 0.194411 -0.393454 0.807 -2.325 0.391
C 0.460173 -0.323098 -0.486806 -0.080 -0.297 1.771
```
Positions in Å, forces in eV/Å.

## Properties
SMILES	C#C[C@@](C)(O)[C@H](O)CC
total energy	-424.27260	a.u.
orbital gap	0.390	Eh
energy relative to the best compared isomer or geometry (same formula, charge and spin)	3.3583	eV
spin multiplicity	1
LUMO	0.88	eV

[4]
Density functional theory data (ωB97M-V/def2-TZVPD) for an isolated molecule of C4H6N2O at a distorted geometry.

Geometry as XYZ:
```
13
Properties=species:S:1:pos:R:3:forces:R:3
H 0.087565 -0.775408 -2.774277 0.009 0.058 -0.355
O -0.546754 -0.719727 -2.058486 -1.377 0.782 -1.622
C -0.866522 0.440835 0.800697 -0.013 0.157 0.135
N -1.351392 0.760490 -0.418526 0.012 -0.379 0.131
H 1.048770 -0.305429 2.587319 0.062 -0.049 0.137
H -1.465556 0.537737 1.697055 0.082 0.252 -0.052
H -2.205141 1.291496 -0.546576 0.160 -0.564 -0.201
N 1.323341 -0.546929 1.646915 -0.074 0.076 0.320
H 1.323374 -1.560460 1.564002 0.010 0.265 -0.011
C 0.810538 0.256824 -0.636314 0.540 0.373 0.634
C -0.339356 0.556281 -1.378574 0.415 -1.146 0.707
C 0.472401 0.049164 0.686783 0.243 0.471 -0.011
H 1.730603 -0.025463 -1.130655 -0.069 -0.297 0.190
```
Positions in Å, forces in eV/Å.

## Properties
SMILES	Nc1c[nH]c(O)c1
total energy	-340.66180	a.u.
orbital gap (alpha / beta)	0.289 / 0.289	Eh
energy relative to the best compared isomer or geometry (same formula, charge and spin)	3.6220	eV
spin multiplicity	1
LUMO (alpha / beta)	0.39 / 0.39	eV

[5]
Density functional theory data (ωB97M-V/def2-TZVPD) for an isolated molecule of C4H6FN3 at a distorted geometry.

Geometry as XYZ:
```
14
Properties=species:S:1:pos:R:3:forces:R:3
C 0.848520 -0.086320 -0.949214 -1.374 1.096 -1.369
H -1.987154 -1.916045 0.956046 0.690 1.048 -0.115
F 1.873558 -1.522103 -2.397597 -0.047 -1.335 -1.775
H -0.264078 -1.141903 0.710124 -1.256 0.427 -0.135
H 2.796958 -0.885562 -0.755464 0.235 -0.090 0.316
C -1.371697 -0.994008 0.767179 -1.828 -0.315 0.954
C 0.072672 1.316878 0.769339 0.962 -0.772 -1.126
C 1.873061 -0.840337 -1.299265 0.118 1.000 1.073
N -1.294805 1.223659 0.408677 -1.582 3.266 2.477
N 1.043462 0.727268 0.176404 -0.862 0.247 0.605
H 0.347527 1.987534 1.573638 -0.199 0.154 0.135
H -1.836253 1.972829 0.967633 1.399 -0.995 -1.681
H -0.043427 0.038225 -1.690860 1.389 -0.301 1.669
N -2.058345 0.119886 0.763360 2.355 -3.431 -1.029
```
Positions in Å, forces in eV/Å.

## Properties
SMILES	C=NN/C=N\C=C\F
total energy	-420.03218	a.u.
orbital gap	0.354	Eh
energy relative to the best compared isomer or geometry (same formula, charge and spin)	3.0330	eV
spin multiplicity	1
LUMO	0.61	eV

[6]
Density functional theory data (ωB97M-V/def2-TZVPD) for an isolated molecule of HNO2S at a distorted geometry.

Geometry as XYZ:
```
5
Properties=species:S:1:pos:R:3:forces:R:3
O 0.073208 1.170700 0.021371 0.345 -1.655 0.188
H 1.625060 -0.194428 -0.168626 -0.038 0.019 -0.556
S -0.689372 -0.180538 -0.521285 1.126 0.559 -0.380
N 0.767571 -0.187678 0.377124 -1.005 1.198 0.345
O -1.776466 -0.608054 0.291418 -0.429 -0.121 0.403
```
Positions in Å, forces in eV/Å.

## Properties
total energy	-603.91370	a.u.
orbital gap	0.419	Eh
energy relative to the best compared isomer or geometry (same formula, charge and spin)	1.2722	eV
spin multiplicity	1
LUMO	0.19	eV